1.
Below is C81H204N13O4P as an isolated structure, with properties calculated with ωB97M-V/def2-TZVPD.

LUMO level (eV): 0.6
Net charge: 0

Geometry (Å):
C 5.779 -1.778 -5.969
H -7.529 -1.957 -2.906
H -3.178 0.018 3.376
C -4.199 -6.523 1.149
H -2.082 1.123 6.751
H -1.175 8.508 -1.064
H 0.557 -2.632 6.549
C -4.488 1.646 3.073
C -2.699 -3.819 -6.498
H -1.026 -3.562 -7.669
H -3.015 7.185 -2.178
H -2.919 -5.678 4.848
H 4.584 -7.123 0.071
C -1.202 -3.629 -6.604
H -3.656 6.812 0.773
H -6.919 3.046 -5.449
C 3.867 0.333 -0.320
C 5.001 5.550 2.625
H -4.373 -0.002 6.974
H -6.703 -0.948 -0.262
C -0.344 7.826 -0.895
C -6.223 -1.944 -0.426
H 6.072 5.213 -1.604
O -3.965 1.210 -3.363
C -0.971 2.715 5.200
H -1.289 2.742 -4.537
H 2.624 -1.412 -3.763
H -2.533 7.330 -6.050
H -0.286 1.803 -2.230
H 0.437 -2.661 -3.031
C 2.904 4.247 5.387
C 3.914 -7.142 2.152
C -0.265 4.479 0.908
C 0.878 8.576 -0.321
H 1.189 -7.316 4.715
H -0.987 -3.327 6.728
H 4.134 -0.700 7.743
H -2.443 2.721 3.660
H 6.044 -1.327 -8.084
H 1.808 2.296 -3.367
H -1.709 -7.451 2.132
H -2.847 -2.681 4.360
H 5.554 0.740 4.739
H -10.370 -2.019 -0.383
H 0.784 -3.974 4.228
H -5.063 -5.862 1.255
H 2.662 3.884 -3.472
H -5.546 -4.267 -2.863
H 5.586 2.294 2.416
H 4.951 2.657 -5.659
C -0.286 0.810 -1.846
C 2.733 2.952 -1.497
C 3.496 -4.224 1.228
H -0.692 -4.500 -6.206
C 4.722 -0.966 -3.926
H 0.585 3.795 1.211
C -3.424 -0.486 6.708
H -5.349 1.144 2.505
H -4.261 -3.609 4.643
H 5.550 -1.406 -3.392
H 5.103 3.001 4.751
H 0.652 2.053 2.089
H -0.664 3.848 0.041
H -8.368 -3.020 0.600
H -0.567 -7.363 -1.313
H 4.086 1.722 -4.572
H 0.032 0.182 -7.176
H 1.966 0.598 5.239
C -5.536 -2.395 0.851
C 1.875 0.877 7.295
H 4.444 -2.001 -7.733
H 5.840 -2.945 -7.838
C -3.951 5.994 -6.928
H 6.914 0.003 6.646
H -1.570 3.382 5.814
H 3.998 1.288 4.148
H 0.643 9.335 0.493
H 6.804 -1.392 -5.810
H -0.190 -9.068 1.839
C -1.951 1.978 4.270
C 5.538 3.656 4.030
H 6.056 2.856 -1.948
C 3.573 -1.908 -3.653
C -3.847 0.637 3.987
H 5.575 5.089 1.862
H -4.883 6.328 -6.501
C 0.786 -6.448 4.304
H 2.972 -7.695 1.945
H -3.448 5.442 -1.949
N -2.009 -6.969 0.113
H -7.797 -3.646 -2.963
H 4.314 6.967 1.085
H 5.569 1.718 -0.236
C 0.143 -0.062 1.791
H 0.775 0.687 7.419
H 0.940 6.236 1.099
C 2.464 -3.191 0.864
H 4.659 -7.901 2.407
H -3.828 2.045 2.330
C 0.815 -0.382 -6.611
H -2.958 4.044 -3.587
C -6.676 2.291 -4.747
H -0.595 -6.305 5.921
H -3.959 7.476 -4.191
H -0.912 0.092 2.134
C -9.429 -1.905 -0.887
H 4.813 -0.620 2.886
N 4.967 -0.755 -5.362
H 5.330 -5.995 1.192
H 5.588 -2.709 -5.404
H 3.517 7.194 2.670
H -2.898 -0.234 -4.277
H 6.360 -0.597 8.167
H 3.794 -6.495 3.017
H -0.036 7.287 -1.783
H -2.004 -6.636 -1.928
H -3.327 1.961 -0.658
C 0.000 -3.191 -3.868
N 0.170 -0.249 0.325
H 2.252 4.804 6.066
H 5.448 -5.424 -1.321
H 1.425 9.212 -1.060
H 1.631 7.883 0.044
H 1.783 -0.207 -7.151
C 2.105 3.212 -2.832
H 4.802 -1.347 6.352
H 2.202 3.785 4.698
C 5.149 4.714 -1.430
H 3.008 5.834 4.162
C 4.498 1.692 -5.576
H 4.143 -0.210 -1.213
H -2.588 -5.060 0.932
H -0.206 -5.127 -2.072
C -0.043 -3.496 6.243
C -7.094 -2.903 -2.544
C -2.935 7.661 1.065
H -4.665 -3.091 0.595
N 4.061 2.423 -1.592
C -0.606 -6.183 4.823
H 6.194 4.343 4.569
C 6.066 0.070 7.353
C -0.194 -3.711 4.719
H 3.511 -2.790 -4.304
H -5.611 -3.031 -4.133
N -0.757 -2.278 -6.120
H 0.866 -8.017 0.821
H 3.138 5.842 1.649
H 1.989 1.956 7.113
H -2.406 -2.289 -0.534
H 1.547 -5.644 4.610
C -3.849 -0.170 -3.713
C 5.511 0.581 -5.724
H -1.197 0.344 -2.360
N 3.931 0.553 6.068
C 2.519 0.199 6.126
C 0.516 -1.880 -6.567
H -2.413 -1.557 1.072
H 2.424 -2.279 1.489
C -2.067 -1.441 0.046
C -2.743 6.231 -6.064
C -1.426 7.397 1.296
H -2.968 8.424 0.345
H 1.290 -2.393 -6.066
H 0.869 5.474 -0.507
C -3.917 6.400 -3.997
H 0.537 -2.290 -7.562
H -3.695 -1.307 6.038
H 7.058 2.187 3.441
H 5.064 4.611 -0.345
H -0.224 -1.586 -1.178
C -3.004 -5.870 0.390
H 2.456 -0.931 6.119
N 3.374 -5.446 0.443
H 0.388 -1.058 2.316
H 0.148 -5.223 -0.278
O -5.874 2.861 -3.692
C -0.852 -2.157 -4.666
H -3.298 -3.914 3.056
O -4.448 3.093 -1.851
C -4.092 2.704 -0.531
H -1.411 1.200 -0.125
H 4.302 -0.279 0.467
H 0.770 -3.506 -4.556
H -4.672 0.084 4.463
H 4.452 5.447 -1.787
H 3.391 -4.509 2.293
H -6.138 1.484 -5.284
C -3.266 -3.667 4.166
C 4.473 1.713 -0.374
H 1.145 1.066 3.409
H 6.872 3.457 2.253
N 4.430 4.546 3.514
H -3.338 8.133 2.034
C 4.359 -0.791 3.857
H 4.911 -1.600 4.280
C -1.048 -7.149 1.236
H -4.877 5.898 -4.281
H -0.357 -8.944 0.155
C 3.385 -5.267 -1.012
H 4.629 -5.029 -2.761
H -5.515 -1.698 -1.191
H 6.431 0.850 -5.123
C 1.011 1.052 2.316
C -0.399 0.948 -0.342
H -0.618 4.459 -4.431
C -0.129 -8.365 1.012
H 0.153 1.852 -0.092
C -5.734 -3.231 -3.092
H 2.303 0.641 8.266
H 0.804 -6.697 3.261
C -2.499 -4.708 4.901
H 4.396 -0.064 -3.459
C -8.503 -2.990 -0.492
H -8.953 -3.976 -0.773
H 4.854 -3.781 -1.513
H -4.755 6.766 -2.088
C 3.932 6.439 1.989
H -0.258 3.244 4.626
H -2.517 -4.520 5.973
H -3.296 -2.987 -6.863
H -7.662 1.920 -4.321
H -3.811 3.582 -0.053
H -8.900 -0.998 -0.655
H -0.612 -3.980 -3.477
H 4.942 3.497 -3.210
H 2.033 0.976 1.780
N -7.106 -2.951 -1.046
N -2.942 1.261 5.006
C 4.475 0.469 4.688
H -6.143 -2.941 1.559
H -4.850 2.525 3.499
H -1.049 8.354 1.634
H 2.742 3.755 -0.791
C -0.593 -5.264 -1.052
H 4.081 2.278 0.513
H -4.060 4.873 -7.077
H 4.508 -3.833 1.134
H 4.351 5.763 5.253
P -5.213 1.949 -2.595
H 5.902 0.499 -6.720
H -2.511 -0.608 -0.453
H 0.656 0.285 -2.111
H -2.980 -4.704 -7.091
C 0.259 5.823 0.401
C 6.323 2.849 2.966
H 2.092 2.137 -1.016
H 0.929 0.075 -5.646
C 4.696 -0.412 6.907
C 3.729 5.165 4.621
H 3.034 -6.232 -1.423
O -6.158 1.097 -1.816
H 2.744 -2.859 -0.141
N -2.803 5.783 -4.685
H -3.449 -5.373 -0.496
H -0.250 -2.331 0.476
H -4.589 -7.345 0.535
H -1.544 -0.258 5.657
C 5.032 3.330 -2.109
H -1.004 4.513 1.730
C -1.309 -6.589 -1.099
C 5.478 -2.029 -7.472
H -0.321 2.050 5.816
H -4.602 -0.411 -4.392
H 1.138 3.665 -2.688
H -1.326 6.785 2.230
C -0.534 -1.431 -0.105
H -3.842 6.446 -7.935
H 3.698 1.663 -6.297
H -4.973 -1.559 1.377
H -1.202 3.761 -5.984
H -0.658 -1.108 -4.374
H 3.375 3.428 5.931
H -4.931 2.236 0.005
N -1.143 -4.847 4.430
H -3.007 -1.052 7.549
C -2.806 4.323 -4.606
C -1.402 3.780 -4.942
H -1.224 -4.405 -0.960
H 0.413 -4.368 6.704
H -4.929 -2.562 -2.679
H 1.534 -3.681 0.731
H -3.835 -0.755 -2.837
C -3.786 6.399 -2.463
H -9.482 -1.990 -1.953
H 3.368 -1.149 3.645
C -2.434 0.397 6.062
H 3.515 -2.256 -2.565
H -0.449 -6.257 1.455
H -1.360 -6.869 4.415
H 2.785 0.361 -0.248
N -0.790 6.788 0.083
H -1.938 -2.386 -4.447
H 5.937 1.054 7.805
H -0.498 -2.825 4.164
H -1.318 1.331 3.605
C 4.605 -4.821 -1.703
H -3.010 -4.084 -5.530
H 5.765 6.151 3.162
H -3.475 3.735 -5.252
H 2.593 -4.569 -1.280
H -3.963 -6.995 2.071
H -1.848 5.825 -6.595
C 4.376 -6.461 0.914

=====

2.
Below is a 13-piece molecular cluster, C81H87FO5P overall, with properties calculated with ωB97M-V/def2-TZVPD.

LUMO level (eV): -4.0
Net charge: +1

Geometry (Å):
C 7.803 2.124 10.094
C 6.399 2.719 8.220
C 6.241 -14.742 -9.292
H 0.826 6.962 6.001
C -5.666 6.781 3.567
H 0.041 8.638 13.094
H 3.384 8.685 16.762
H 1.777 -1.314 1.213
C -2.005 -3.438 -3.212
H -1.093 -4.006 -3.047
C 6.575 2.557 9.594
C -0.063 8.262 7.471
H -9.275 -0.262 -2.239
H -10.688 0.933 -3.892
C 5.158 -11.181 -5.734
C 1.941 -7.344 -4.641
C 4.530 4.894 4.114
C 1.290 8.680 16.257
H 3.565 6.851 4.896
H 10.202 2.197 3.910
H -3.155 5.566 2.144
C -1.272 0.854 0.196
H 0.960 8.691 17.293
H 6.349 0.296 3.805
H 0.105 -4.709 -5.758
H -0.712 8.663 15.459
H -12.104 3.178 -11.434
C -8.383 -1.561 -3.709
C 9.205 2.114 3.486
C -3.514 -1.668 -2.561
C -4.345 -1.980 -3.638
H 2.227 5.756 7.656
H -1.554 1.172 2.309
H 6.430 -8.158 -3.667
C 8.854 1.848 9.219
C 2.135 8.662 13.599
C 0.350 8.665 15.226
C -13.014 3.337 -9.488
F -5.657 7.445 2.242
C 7.589 -13.856 -7.494
C -5.310 -1.951 -8.116
C -0.124 8.609 8.820
H -3.999 7.541 4.934
H 6.361 -12.650 -8.790
H 1.528 -9.414 -5.075
C 6.045 -11.383 -4.676
H -6.559 -1.992 -11.279
H -7.312 -1.967 -8.914
H 9.811 1.513 9.609
C 0.669 7.936 9.749
C 7.039 1.044 3.426
H 7.226 3.527 1.109
H -10.576 0.319 -6.294
H 5.546 -14.586 -10.113
C 1.571 6.557 7.982
H -7.673 -2.717 -5.383
H -3.042 3.927 5.497
H 2.821 -7.564 -4.042
H -1.558 7.825 4.177
C 8.809 2.973 2.461
C 6.499 -10.296 -3.930
H -0.746 0.366 -1.835
H 9.492 1.780 7.162
H -9.074 -1.511 -7.039
C -1.339 6.680 4.022
C -6.250 -1.965 -9.147
C 6.698 -13.655 -8.549
H 8.706 -15.303 -6.354
C -4.368 6.489 4.525
C 0.773 8.653 13.897
H 4.137 8.677 14.397
H 5.755 2.769 10.276
O 2.371 5.648 1.784
O 1.153 6.596 3.762
C 3.801 6.338 3.848
C -0.495 0.239 -0.785
H -1.197 -6.559 -6.777
H -4.135 -1.970 -11.810
H -11.472 2.619 -6.543
H -9.921 2.399 -10.546
C -4.465 -1.968 -10.774
C 1.214 -8.384 -5.220
C -0.317 -6.779 -6.179
H 7.188 -10.453 -3.104
C -5.827 -1.977 -10.476
H -0.676 8.791 6.745
H -4.590 5.831 5.468
C 1.517 6.911 9.330
C -2.347 -2.399 -2.346
H -4.725 2.270 2.078
H -1.512 3.595 4.340
H -2.463 -1.954 -9.976
H 7.941 2.001 11.165
H 5.649 1.816 1.972
H -1.703 -2.160 -1.504
C -12.838 3.176 -8.114
H -5.256 -1.411 -3.804
H -5.640 -1.940 -7.080
C -2.664 3.901 4.381
H -0.177 5.452 2.375
C -11.610 2.742 -7.614
C 7.532 2.862 1.913
C 2.352 6.153 3.035
C 0.922 -0.706 0.928
H -0.489 -8.912 -6.430
C 1.540 -6.022 -4.833
C 0.143 -0.094 1.910
C 7.563 -16.233 -7.926
H 2.107 -5.212 -4.380
C -0.073 6.463 2.957
C 8.320 1.149 3.967
H -0.935 6.239 5.055
H -4.654 -3.267 -5.337
C -10.739 2.619 -9.864
C 4.723 -9.893 -6.042
C -0.951 0.690 1.544
H 7.949 -13.008 -6.917
H 4.027 -9.736 -6.863
H -3.216 -1.945 -7.611
C 2.652 8.679 15.959
H 5.659 5.128 4.406
H 1.213 -1.012 -1.185
C -9.963 -0.211 -5.569
C 8.018 -15.146 -7.180
H 4.521 4.286 3.096
C 6.677 -16.031 -8.984
C 7.448 2.438 7.345
C -3.948 -1.951 -8.414
H 8.629 0.478 4.765
C 0.782 7.235 7.052
C -10.024 0.137 -4.220
C 5.180 -8.805 -5.298
C -4.005 -3.022 -4.501
H 0.625 8.210 10.800
C 0.605 -0.537 -0.420
H 2.465 8.660 12.563
H 2.136 6.388 10.054
H 4.045 4.272 4.999
C 0.414 -5.739 -5.605
C 6.071 -9.006 -4.244
C -10.559 2.466 -8.489
H -3.778 -0.855 -1.890
C -9.231 -0.536 -3.290
H 9.497 3.727 2.088
C 8.674 2.001 7.845
O -3.764 2.595 2.185
H 6.325 -16.878 -9.567
H -2.565 -4.555 -4.967
O -6.875 6.412 4.056
C 3.075 8.673 14.630
H 4.446 7.116 3.249
H -7.764 -2.084 -2.985
H -0.111 7.334 2.144
C -11.965 3.056 -10.363
H -9.602 2.131 -8.100
H 4.806 -12.028 -6.317
C 6.646 1.900 2.396
C -3.496 2.705 3.627
H -2.127 1.461 -0.088
H -13.658 3.388 -7.432
C -2.833 -3.747 -4.291
C -8.329 -1.915 -5.057
H 7.309 2.559 6.274
H -13.969 3.681 -9.877
O -3.986 1.714 4.421
C 0.082 -8.101 -5.985
C -9.118 -1.238 -5.988
H 7.900 -17.237 -7.683
H 0.389 -0.228 2.960
C -3.525 -1.957 -9.743
P -2.890 5.643 3.580
H -0.788 9.405 9.147
H 6.381 -12.387 -4.433
H 4.842 -7.800 -5.540
H 5.444 3.063 7.831